# 1
64
Properties=species:S:1:pos:R:3 method="wB97M-V/def2-TZVPD" e_lumo_ev="1.99 / -0.02" total_charge=-1 gap_ev="5.93 / 4.10" max_force_ev_per_a=2.06 spin_multiplicity=5 homo_ev="-3.93 / -4.12" e_tot_ha=-5719.3801
Mn 0.940 -0.493 0.019
O 4.688 -0.009 -1.449
C 3.502 -0.112 -1.212
N 2.861 -0.177 0.002
C 3.534 -0.176 1.201
O 4.730 -0.151 1.408
C 2.535 -0.223 2.319
C 2.936 -0.094 3.637
C 1.987 -0.108 4.640
C 0.655 -0.252 4.268
C 0.331 -0.382 2.935
N 1.242 -0.376 1.951
C 2.481 -0.192 -2.312
C 2.854 -0.053 -3.636
C 1.888 -0.113 -4.622
C 0.571 -0.319 -4.226
C 0.276 -0.455 -2.887
N 1.203 -0.394 -1.921
H 3.994 0.022 3.829
H 2.266 -0.011 5.681
H -0.133 -0.267 5.008
H -0.697 -0.490 2.621
H 3.903 0.104 -3.845
H 2.144 -0.005 -5.667
H -0.228 -0.378 -4.953
H -0.740 -0.621 -2.556
Se 1.693 2.810 0.049
C 1.403 4.682 0.019
C 0.182 5.224 0.414
C 0.021 6.598 0.370
N 0.971 7.448 -0.015
C 2.136 6.919 -0.384
C 2.401 5.561 -0.397
H -0.622 4.579 0.746
H -0.921 7.047 0.670
H 2.895 7.627 -0.700
H 3.364 5.188 -0.720
N 0.617 -7.991 0.069
C 0.645 -6.839 0.054
C 0.677 -5.412 0.037
C 1.894 -4.728 -0.003
C 1.910 -3.343 -0.013
C 0.736 -2.561 0.015
C -0.464 -3.291 0.047
C -0.508 -4.676 0.060
H 2.821 -5.290 -0.027
H 2.882 -2.860 -0.043
H -1.413 -2.759 0.054
H -1.457 -5.200 0.087
O -7.612 -1.106 0.726
C -6.997 -0.402 -0.257
O -7.669 0.069 -1.136
C -5.524 -0.272 -0.174
C -4.715 -1.015 0.688
C -3.350 -0.810 0.732
C -2.742 0.159 -0.077
S -1.043 0.529 0.022
C -3.553 0.886 -0.962
C -4.913 0.670 -1.007
H -6.974 -1.377 1.395
H -5.130 -1.793 1.322
H -2.729 -1.403 1.391
H -3.091 1.632 -1.596
H -5.543 1.225 -1.689



# 2
12
Properties=species:S:1:pos:R:3 method="wB97M-V/def2-TZVPD" e_lumo_ev=-0.07 total_charge=0 gap_ev=8.52 max_force_ev_per_a=0.60 homo_ev=-8.58 e_tot_ha=-269.1743
C 1.387 -1.217 0.909
C 0.321 -0.164 1.037
C -0.713 1.411 -0.202
O 0.310 0.589 -0.194
C -1.211 1.504 -1.536
C -2.025 1.311 -2.413
H 1.225 -1.986 1.671
H 2.387 -0.787 1.010
H 1.308 -1.682 -0.080
H 0.421 0.514 1.887
H -0.665 -0.630 1.092
H -2.745 1.137 -3.180



# 3
69
Properties=species:S:1:pos:R:3 method="wB97M-V/def2-TZVPD" e_lumo_ev="-6.67 / -7.51" total_charge=+2 gap_ev="6.70 / 6.37" max_force_ev_per_a=0.61 spin_multiplicity=4 homo_ev="-13.37 / -13.88" e_tot_ha=-2991.3820
Re 0.294 -0.173 0.099
C 3.157 -2.607 0.097
Si 3.665 -0.823 0.295
C 4.380 -0.594 2.001
C 4.806 -0.396 -1.112
N 2.212 0.281 0.131
C 2.485 1.645 -0.112
C 3.651 2.335 0.236
C 3.795 3.678 -0.078
C 2.795 4.384 -0.733
C 1.608 3.745 -1.071
C 1.527 2.426 -0.735
F 0.318 1.720 -1.025
H 4.096 -3.155 -0.048
H 2.545 -2.796 -0.789
H 2.677 -3.023 0.983
H 4.908 -1.506 2.296
H 3.589 -0.424 2.737
H 5.092 0.229 2.080
H 5.486 -1.236 -1.283
H 5.420 0.490 -0.948
H 4.236 -0.247 -2.034
H 4.442 1.829 0.771
H 4.710 4.185 0.202
H 2.928 5.430 -0.970
H 0.789 4.250 -1.565
O -3.962 0.061 -0.508
C -2.850 -0.273 -0.833
O -1.810 -0.251 -0.004
C -2.493 -0.883 -2.162
C -1.236 -0.567 -2.611
C -0.577 -1.418 -3.463
C -1.197 -2.477 -4.091
C -2.534 -2.653 -3.757
C -3.185 -1.920 -2.776
N -3.263 -3.789 -4.393
O -4.458 -3.853 -4.189
O -2.600 -4.549 -5.076
N 0.879 -1.322 -3.339
O 1.614 -1.500 -4.253
O 1.271 -1.125 -2.154
H -0.726 0.309 -2.247
H -0.688 -3.166 -4.753
H -4.189 -2.193 -2.476
C -5.022 0.958 2.494
C -3.763 1.722 2.701
C -3.692 2.958 3.307
C -2.462 3.599 3.395
N -1.339 3.014 2.929
C -1.423 1.830 2.391
S 0.150 1.076 2.043
N -2.602 1.185 2.261
C -2.304 4.942 4.015
H -5.799 1.325 3.160
H -4.867 -0.106 2.679
H -5.344 1.078 1.460
H -4.590 3.421 3.692
H -2.614 0.341 1.695
H -3.262 5.414 4.216
H -1.701 5.577 3.366
H -1.755 4.833 4.954
N -0.046 -3.588 -0.782
C -0.111 -3.537 0.540
N -0.389 -4.633 1.228
S 0.137 -2.100 1.470
H -0.145 -4.461 -1.278
H 0.307 -2.799 -1.293
H -0.518 -5.529 0.785
H -0.455 -4.598 2.233



# 4
90
Properties=species:S:1:pos:R:3 method="wB97M-V/def2-TZVPD" e_lumo_ev="3.53 / 3.53" total_charge=-2 gap_ev="4.64 / 5.15" max_force_ev_per_a=0.66 spin_multiplicity=3 homo_ev="-1.11 / -1.62" e_tot_ha=-4416.5509
Ti 0.024 -0.461 -0.180
C 1.963 -0.322 3.191
C 1.293 0.848 2.537
O 0.753 0.739 1.436
N 1.320 2.025 3.205
C 0.502 3.140 2.770
C -0.943 3.043 3.209
C -1.929 3.690 2.467
C -3.243 3.571 2.870
C -3.531 2.823 4.005
C -2.483 2.230 4.683
N -1.208 2.334 4.301
H 2.226 -1.041 2.416
H 1.249 -0.796 3.871
H 2.847 -0.018 3.751
H 1.529 1.962 4.187
H 0.525 3.177 1.683
H 0.941 4.063 3.157
H -1.656 4.214 1.563
H -4.038 4.028 2.292
H -4.549 2.680 4.342
H -2.665 1.619 5.559
I 3.455 0.236 -0.468
C 3.629 -1.824 -0.781
C 4.795 -2.254 -1.376
C 5.019 -3.615 -1.571
C 4.055 -4.512 -1.137
C 2.886 -4.088 -0.523
C 1.903 -5.076 -0.112
C 0.836 -4.729 0.601
C 0.592 -3.314 1.007
C 1.362 -2.257 0.244
C 2.592 -2.689 -0.321
H 5.536 -1.529 -1.687
H 5.928 -3.956 -2.050
H 4.201 -5.578 -1.280
H 2.074 -6.108 -0.404
H 0.118 -5.477 0.919
H 0.892 -3.220 2.072
S -0.027 -1.953 -2.203
C -1.598 -1.764 -2.925
C -1.854 -2.499 -4.129
N -2.039 -3.087 -5.104
C -2.573 -0.982 -2.385
S -2.378 -0.073 -0.920
C -3.851 -0.877 -3.027
N -4.893 -0.769 -3.511
I -1.503 -1.573 5.670
C -1.301 -2.188 3.673
C -1.786 -3.482 3.289
C -1.689 -3.844 2.001
C -0.922 -2.972 1.045
N -0.974 -1.550 1.395
C -1.076 -1.253 2.676
H -2.287 -4.111 4.016
H -2.147 -4.758 1.641
H -1.313 -3.082 0.030
H -1.010 -0.201 2.939
C -5.338 2.837 -5.602
C -4.786 3.847 -4.628
C -5.499 5.013 -4.366
C -5.032 5.950 -3.458
C -3.828 5.727 -2.811
C -3.099 4.570 -3.061
N -1.875 4.381 -2.351
C -0.700 4.156 -3.065
C -0.446 4.889 -4.230
C 0.710 4.681 -4.959
C 1.640 3.730 -4.554
C 1.382 2.984 -3.415
C 0.235 3.187 -2.656
C -0.011 2.297 -1.460
O -0.723 2.722 -0.532
O 0.510 1.146 -1.536
C -3.574 3.609 -3.966
C -2.804 2.340 -4.205
H -6.254 3.212 -6.062
H -5.562 1.889 -5.109
H -4.622 2.616 -6.395
H -6.440 5.181 -4.879
H -5.601 6.850 -3.259
H -3.427 6.443 -2.104
H -1.920 3.763 -1.543
H -1.179 5.618 -4.556
H 0.884 5.261 -5.858
H 2.539 3.557 -5.131
H 2.056 2.197 -3.099
H -2.008 2.496 -4.939
H -3.451 1.545 -4.567
H -2.340 1.980 -3.288



# 5
20
Properties=species:S:1:pos:R:3 method="wB97M-V/def2-TZVPD" e_lumo_ev=-5.57 total_charge=+1 gap_ev=7.87 max_force_ev_per_a=3.66 homo_ev=-13.44 e_tot_ha=-558.7896
C -1.468 0.060 0.838
C -3.267 0.779 -0.687
C 2.622 -1.262 0.736
C -0.442 -0.600 1.255
N -1.884 0.573 -0.289
N 1.694 -0.537 -0.101
Si 1.896 1.141 -0.535
H -2.376 -0.332 1.462
H -3.288 1.195 -1.743
H -3.788 1.558 -0.063
H -4.007 -0.044 -0.531
H 2.183 -2.214 1.206
H 3.594 -1.401 0.264
H 2.754 -0.678 1.649
H 0.150 -0.813 2.165
H -1.238 1.030 -0.931
H 1.455 -1.086 -0.860
H 3.079 1.606 -1.266
H 1.791 1.754 0.807
H 0.451 1.567 -1.101



# 6
16
Properties=species:S:1:pos:R:3 method="wB97M-V/def2-TZVPD" e_lumo_ev=3.83 total_charge=-1 gap_ev=5.64 max_force_ev_per_a=4.97 homo_ev=-1.81 e_tot_ha=-234.1575
C 1.153 1.518 -1.619
O 2.397 2.009 -1.551
H 0.356 2.133 -1.052
H 1.074 0.434 -1.183
H 0.801 1.399 -2.652
C -1.600 0.140 0.904
C -0.261 -0.438 1.139
C 0.185 -1.596 0.342
H -2.385 -0.750 0.804
H -1.921 0.807 1.664
H -1.517 0.437 -0.182
H 0.443 0.444 1.057
H -0.108 -0.668 2.278
H 1.189 -1.953 0.614
H 0.543 -1.338 -0.643
H -0.349 -2.579 0.080



# 7
101
Properties=species:S:1:pos:R:3 method="wB97M-V/def2-TZVPD" e_lumo_ev="3.65 / 3.65" total_charge=-2 gap_ev="3.65 / 5.21" max_force_ev_per_a=0.55 spin_multiplicity=2 homo_ev="0.01 / -1.55" e_tot_ha=-7675.3728
Hg -0.683 -0.148 -0.471
Br 4.101 -3.484 -5.178
C 2.582 -2.926 -4.163
C 1.800 -3.884 -3.507
C 0.701 -3.487 -2.793
C 0.319 -2.118 -2.676
O -0.744 -1.811 -2.024
C 1.152 -1.166 -3.337
C 0.886 0.254 -3.340
N 0.054 0.872 -2.584
C -0.258 2.224 -2.810
C -0.356 2.762 -4.104
C -0.795 4.063 -4.286
C -1.149 4.853 -3.195
C -1.076 4.348 -1.883
C -1.441 5.080 -0.729
C -1.324 4.478 0.532
C -0.856 3.187 0.621
N -0.497 2.451 -0.454
C -0.613 3.004 -1.684
C 2.263 -1.598 -4.080
H 2.071 -4.931 -3.552
H 0.098 -4.207 -2.254
H 1.470 0.832 -4.067
H -0.150 2.133 -4.961
H -0.891 4.457 -5.293
H -1.507 5.868 -3.343
H -1.813 6.093 -0.834
H -1.591 5.015 1.436
H -0.738 2.700 1.588
H 2.874 -0.861 -4.588
Cl -0.969 -7.228 1.453
C -1.251 -5.515 1.585
C -2.394 -5.042 2.189
Cl -3.587 -6.144 2.816
C -2.591 -3.653 2.289
Cl -4.030 -3.023 3.049
C -1.678 -2.714 1.800
O -1.862 -1.443 1.865
C -0.477 -3.215 1.127
O 0.356 -2.372 0.622
C -0.309 -4.605 1.067
Cl 1.149 -5.192 0.312
N 3.742 1.772 3.932
C 2.821 1.347 2.983
C 2.928 1.760 1.658
C 2.018 1.285 0.736
N 1.037 0.444 1.053
C 0.892 0.082 2.328
C 1.753 0.515 3.322
H 4.648 2.007 3.556
H 3.811 1.185 4.747
H 3.731 2.414 1.342
H 2.082 1.571 -0.306
H 0.063 -0.598 2.520
H 1.604 0.189 4.345
C -3.448 0.890 1.929
P -2.992 0.242 0.298
C -4.130 -1.131 -0.065
C -5.503 -0.984 0.121
C -6.363 -2.040 -0.133
C -5.854 -3.252 -0.589
C -4.492 -3.391 -0.807
C -3.628 -2.333 -0.549
C -3.643 1.529 -0.843
C -4.353 2.657 -0.448
C -4.746 3.612 -1.380
C -4.431 3.449 -2.719
C -3.724 2.325 -3.128
C -3.336 1.376 -2.197
H -4.533 0.946 2.020
H -3.024 1.890 2.037
H -3.044 0.206 2.669
H -5.908 -0.038 0.464
H -7.428 -1.922 0.029
H -6.522 -4.085 -0.775
H -4.085 -4.328 -1.164
H -2.566 -2.454 -0.733
H -4.583 2.821 0.597
H -5.275 4.498 -1.049
H -4.707 4.208 -3.441
H -3.433 2.207 -4.164
H -2.751 0.520 -2.524
N 2.854 -2.279 1.443
C 3.906 -1.531 1.137
S 4.280 -1.069 -0.425
N 4.658 -1.209 2.263
C 5.731 -0.347 2.464
C 6.458 -0.510 3.650
C 7.484 0.356 3.986
C 7.819 1.405 3.140
C 7.103 1.566 1.961
C 6.065 0.712 1.616
H 2.021 -2.431 0.825
H 2.624 -2.414 2.417
H 4.405 -1.727 3.089
H 6.206 -1.332 4.312
H 8.027 0.203 4.911
H 8.624 2.083 3.394
H 7.347 2.381 1.290
H 5.513 0.844 0.699



# 8
65
Properties=species:S:1:pos:R:3 method="wB97M-V/def2-TZVPD" e_lumo_ev=0.61 total_charge=0 gap_ev=6.91 max_force_ev_per_a=2.42 homo_ev=-6.30 e_tot_ha=-1354.2611
Ag 0.648 0.261 -0.761
C 1.237 2.717 1.897
O 1.587 2.055 0.733
H 0.344 2.299 2.399
H 2.038 2.635 2.656
H 1.086 3.808 1.826
C 1.600 -4.153 -2.146
C 1.116 -2.998 -1.237
C 1.255 -3.427 0.219
O 0.800 -4.770 0.346
C 0.854 -5.276 1.661
N 1.986 -1.802 -1.448
H 2.616 -4.442 -1.884
H 1.484 -3.828 -3.182
H 0.959 -5.029 -2.045
H 0.094 -2.737 -1.497
H 0.541 -2.845 0.804
H 2.238 -3.282 0.680
H 1.887 -5.115 1.991
H 0.497 -6.301 1.675
H 0.223 -4.756 2.395
H 2.920 -1.907 -1.070
H 2.056 -1.860 -2.461
C 0.588 -1.397 3.378
C -0.713 -0.988 2.711
C -1.772 -0.450 3.687
O -3.044 -0.442 3.067
C -3.769 -1.650 3.010
N -0.520 -0.019 1.610
H 0.539 -2.340 3.919
H 0.930 -0.627 4.073
H 1.309 -1.501 2.569
H -1.159 -1.867 2.232
H -1.569 0.564 4.034
H -1.852 -1.089 4.579
H -4.115 -1.796 1.985
H -4.684 -1.489 3.591
H -3.261 -2.536 3.392
H 0.279 0.581 1.860
H -1.255 0.681 1.687
C -2.767 1.453 -0.793
C -2.040 1.774 -2.089
C -1.220 3.043 -2.058
O -2.125 4.130 -2.015
C -1.510 5.383 -1.847
N -1.185 0.624 -2.497
H -3.324 0.517 -0.798
H -3.549 2.196 -0.601
H -2.113 1.548 0.071
H -2.763 1.818 -2.910
H -0.536 3.028 -2.910
H -0.634 3.092 -1.132
H -0.556 5.348 -1.310
H -2.185 6.069 -1.340
H -1.269 5.790 -2.839
H -1.708 -0.022 -3.074
H -0.403 0.897 -3.091
C 2.678 2.142 -2.734
O 1.914 1.175 -2.683
N 3.971 2.085 -2.315
N 2.293 3.360 -3.179
H 4.534 2.869 -2.056
H 4.291 1.179 -2.021
H 2.878 4.165 -3.267
H 1.331 3.452 -3.448